This record from the OMol25 dataset describes a 4-piece molecular cluster, C2H11NO4 overall in a non-equilibrium geometry. The level of theory is ωB97M-V/def2-TZVPD.

Structure (XYZ):
```
18
Properties=species:S:1:pos:R:3:forces:R:3:lowdin_charge:R:1
O 3.59502 -1.43697 -0.11116 -0.224 -1.503 -0.371 -0.075
O 1.31014 -2.66215 0.08593 0.960 0.869 -1.438 -0.053
O -0.47754 3.09549 1.36089 -0.027 0.347 4.364 -0.019
O -2.04620 1.50542 -0.13533 -0.429 -0.386 -0.809 0.019
N -0.34794 0.22744 0.59073 -2.412 -2.428 -5.106 0.176
C -1.74616 -0.47788 -1.42566 1.082 1.677 -0.626 0.001
C -1.39771 0.49203 -0.35260 1.635 1.024 3.878 -0.511
H -0.20914 0.79647 1.33861 0.620 1.876 2.182 0.038
H -2.69633 -0.11542 -1.72746 -0.977 0.030 -0.517 0.071
H 0.70185 -3.34511 -0.11895 -1.211 -1.256 0.099 0.031
H 3.41316 -2.31878 0.29227 0.392 1.105 0.334 0.044
H -1.11186 2.40329 1.27755 -0.940 -0.217 -1.016 -0.023
H 0.23368 -0.55880 0.40960 0.543 -0.451 0.317 0.053
H -1.05475 -0.28610 -2.28259 -0.363 -0.878 0.642 0.110
H 3.24498 -1.65717 -0.99032 0.641 0.845 -0.011 0.020
H -0.11662 3.33850 0.56755 0.945 0.511 -3.193 -0.011
H 1.68963 -2.49825 -0.81613 -0.615 -0.002 1.346 0.059
H -1.84709 -1.44991 -1.01837 0.381 -1.161 -0.075 0.070
```
Positions in Å, forces in eV/Å.

Values from the calculation:
maximum force = 6.1 eV/Å
net charge = 0
SMILES = CC(N)=O.O.O.O
Kohn-Sham gap = 9.985 eV